This record from OMol25 describes the molecule C2H5N3OS at a distorted geometry. The level of theory is wB97M-V/def2-TZVPD.

Cartesian coordinates (Å):
N  0.8681  -0.2060  -1.4147
N  1.8800  0.2335  -0.5173
C  1.4084  0.3281  0.6218
N  0.1466  -0.0075  1.1853
S  -1.3111  0.8327  0.5744
C  -2.1973  -0.6277  0.0866
O  -3.1323  -0.4641  -0.6358
H  1.2483  -0.3448  -2.3519
H  0.2838  0.6879  -1.5822
H  2.1236  0.7392  1.4451
H  0.3013  0.4013  2.1329
H  -1.6193  -1.5724  0.4558

Results
SMILES: N/N=C\NSC=O
Relative energy (zero: lowest compared OMol25 entry of this formula, charge and spin) in kcal per mole: 79.0
Maximum force in hartree/bohr: 0.0771
Spin multiplicity: 1
Charge: 0
HOMO in eV: -9.268

These are the Mulliken partial charges, in e, on atoms 1 to 8: number 1, N, carries -0.460; number 2, N, carries -0.359; number 3, C, carries 0.105; number 4, N, carries -0.344; number 5, S, carries -0.035; number 6, C, carries 0.191; number 7, O, carries -0.424; number 8, H, carries 0.262

=====

This record from OMol25 describes the molecule C2H5N3OS at a distorted geometry. The level of theory is wB97M-V/def2-TZVPD.

Cartesian coordinates (Å):
N  -1.8768  -1.3298  -0.0218
N  -0.6428  -0.7000  -0.0931
C  -0.6037  0.6453  0.1119
O  -1.4619  1.3793  0.5529
C  0.7519  1.2459  -0.1719
N  1.9661  0.9073  -0.0894
S  2.3737  -0.6225  0.3396
H  -2.0906  -1.5231  1.0038
H  -2.6663  -0.6689  -0.2343
H  -0.0238  -1.0960  -0.8304
H  0.6294  2.2942  -0.5070
H  3.6449  -0.5318  -0.0601

Results
SMILES: NNC(=O)/C=N\S
Relative energy (zero: lowest compared OMol25 entry of this formula, charge and spin) in kcal per mole: 61.7
Maximum force in hartree/bohr: 0.0602
Spin multiplicity: 1
Charge: 0
HOMO in eV: -9.352

These are the Mulliken partial charges, in e, on atoms 1 to 8: number 1, N, carries -0.823; number 2, N, carries 0.016; number 3, C, carries 0.633; number 4, O, carries -0.597; number 5, C, carries -0.056; number 6, N, carries -0.400; number 7, S, carries -0.132; number 8, H, carries 0.273

=====

This record from OMol25 describes the molecule C2H5N3OS at a distorted geometry. The level of theory is wB97M-V/def2-TZVPD.

Cartesian coordinates (Å):
N  2.1367  0.9775  -0.3760
N  2.3024  -0.2719  0.1368
C  1.3473  -1.1125  0.2698
S  -0.2923  -0.8935  -0.4994
C  -1.2532  -0.0290  0.6392
N  -2.4247  0.3634  0.4956
O  -3.0751  -0.1068  -0.5942
H  1.4939  0.9187  -1.2385
H  2.9631  1.4153  -0.5111
H  1.4765  -2.0628  0.7556
H  -0.7832  0.4483  1.4604
H  -3.8914  0.3533  -0.5382

Results
SMILES: N/N=C\S/C=N\O
Relative energy (zero: lowest compared OMol25 entry of this formula, charge and spin) in kcal per mole: 99.8
Maximum force in hartree/bohr: 0.1142
Spin multiplicity: 1
Charge: 0
HOMO in eV: -8.990

These are the Mulliken partial charges, in e, on atoms 1 to 8: number 1, N, carries -0.393; number 2, N, carries -0.260; number 3, C, carries -0.154; number 4, S, carries -0.136; number 5, C, carries 0.046; number 6, N, carries -0.432; number 7, O, carries -0.346; number 8, H, carries 0.236